Molecular formula: C42H38BrClN2O3PdSb
Method: DFT, ωB97M-V with the def2-TZVPD basis set

The geometry in XYZ format:
```
89
Properties=species:S:1:pos:R:3:forces:R:3
Pd 0.24408 0.26130 0.32599 -0.6 0.2 -0.2
Br 1.81091 2.75618 7.19168 0.0 0.0 0.0
C 1.20455 1.75744 5.71634 0.0 -0.1 0.0
C 1.10052 2.36400 4.47365 0.0 0.0 0.0
C 0.65970 1.61995 3.39012 0.0 0.4 0.0
C 0.30677 0.29338 3.56105 -0.1 -0.3 -0.3
C 0.41931 -0.31465 4.80520 0.1 0.0 0.1
C 0.87174 0.41804 5.88914 0.0 0.1 -0.1
N -0.13006 -0.41588 2.40190 0.1 0.1 0.4
C -0.95248 -1.38071 2.47230 0.1 -0.1 -0.2
C -1.33311 -2.10363 1.23907 0.0 0.2 0.3
C -2.07622 -3.26585 1.29176 -0.1 -0.1 -0.2
C -2.40535 -3.89845 0.09638 0.0 0.0 0.1
C -1.99143 -3.33567 -1.09507 0.0 0.0 0.0
C -1.24850 -2.16094 -1.06323 -0.1 0.0 0.0
N -0.92723 -1.56407 0.07754 0.3 -0.5 0.0
H 1.35402 3.40880 4.34974 0.0 0.0 0.0
H 0.54676 2.10019 2.42044 0.0 -0.1 0.2
H 0.20820 -1.36834 4.93454 0.0 0.0 0.0
H 0.97861 -0.04850 6.85800 0.0 0.0 0.0
H -1.40383 -1.69674 3.41206 0.1 0.0 0.0
H -2.39377 -3.66514 2.24455 0.0 0.0 0.0
H -2.98170 -4.81301 0.10375 0.0 0.0 0.0
H -2.23071 -3.78847 -2.04595 0.0 0.0 0.0
H -0.90754 -1.67883 -1.97154 0.0 0.0 0.0
C 0.13638 5.19044 -1.50224 0.0 0.1 -0.1
C -0.20047 5.19555 -0.03604 0.1 0.0 0.1
C 0.74665 5.65761 0.87732 -0.1 -0.1 0.0
C 0.46401 5.70607 2.22940 0.1 0.1 0.1
Cl 1.69840 6.23962 3.34374 -0.1 0.0 -0.1
C -0.78050 5.34310 2.71265 -0.1 0.0 0.0
C -1.72436 4.87175 1.81870 0.1 0.1 0.1
C -1.42453 4.76404 0.47155 -0.2 0.0 -0.2
O -2.43334 4.23458 -0.32093 0.2 0.1 0.0
C -2.11180 3.18354 -1.20486 -0.2 0.0 -0.1
C -1.18660 2.14700 -0.62279 0.4 -0.2 -0.2
O -0.85304 2.18827 0.58199 -0.1 0.3 0.1
O -0.72832 1.23916 -1.39755 -0.2 0.3 0.0
H 1.03666 5.77747 -1.67666 0.0 0.0 0.0
H -0.66636 5.63105 -2.09506 0.0 0.0 0.0
H 0.32429 4.18825 -1.89303 0.0 0.0 0.0
H 1.71199 5.99140 0.52042 0.0 0.0 0.0
H -0.99992 5.40942 3.76894 0.0 0.0 0.0
H -2.69529 4.54236 2.15892 0.0 0.0 0.0
H -1.67602 3.53334 -2.14264 0.0 0.0 0.0
H -3.05489 2.69168 -1.45651 0.0 0.0 0.0
C 5.41362 -1.89020 -1.21889 0.0 0.0 0.0
C 5.42872 -0.43409 -1.59145 0.1 0.1 -0.1
C 6.61090 0.14437 -2.05155 0.1 0.0 0.0
C 6.68282 1.47640 -2.42626 -0.1 0.0 0.0
C 5.55697 2.28259 -2.35341 0.0 0.0 0.0
C 4.36855 1.73429 -1.89850 0.0 0.1 0.0
C 4.30872 0.39632 -1.51556 -0.1 0.3 -0.2
Sb 2.45590 -0.32988 -0.84170 0.1 -0.6 0.6
C 1.95653 -1.86853 -2.19128 0.0 -0.1 -0.2
C 1.95105 -3.23009 -1.89842 0.1 0.0 -0.1
C 1.55468 -4.15591 -2.85234 0.0 0.0 0.0
C 1.15722 -3.71887 -4.10666 0.0 0.0 0.0
C 1.15682 -2.36539 -4.40034 0.0 0.1 0.0
C 1.54884 -1.41841 -3.45706 -0.1 -0.1 0.0
C 1.50617 0.04572 -3.80812 0.0 0.1 0.0
C 2.92421 -1.08008 1.09290 0.2 -0.1 0.1
C 2.56967 -2.35916 1.52662 0.0 0.0 0.0
C 2.81860 -2.77046 2.82571 0.0 0.1 0.0
C 3.41328 -1.88868 3.71647 0.0 -0.1 0.0
C 3.73340 -0.60741 3.30658 0.0 0.1 -0.1
C 3.49060 -0.17168 2.00406 0.0 -0.1 0.1
C 3.83563 1.25184 1.65381 0.0 0.0 0.0
H 6.41604 -2.30536 -1.29549 0.0 0.0 0.0
H 4.76342 -2.46485 -1.88276 0.0 0.0 0.0
H 5.06485 -2.04679 -0.19610 0.0 0.0 0.0
H 7.49671 -0.47493 -2.11736 0.0 0.0 0.0
H 7.62048 1.88309 -2.77854 0.0 0.0 0.0
H 5.60307 3.32267 -2.64499 0.0 0.0 0.0
H 3.48576 2.36201 -1.83461 0.0 0.0 0.0
H 2.27859 -3.59614 -0.93799 0.1 0.0 0.0
H 1.56614 -5.21166 -2.61834 0.0 0.0 0.0
H 0.85265 -4.43170 -4.86074 0.0 0.0 0.0
H 0.84300 -2.02855 -5.38024 0.0 0.0 0.0
H 1.02404 0.19945 -4.77188 0.0 0.0 0.0
H 2.51088 0.47188 -3.87190 0.0 0.0 0.0
H 0.93084 0.62013 -3.07348 0.0 0.0 0.0
H 2.07244 -3.04838 0.86043 0.0 0.0 0.0
H 2.54796 -3.76947 3.13992 0.0 0.0 0.0
H 3.61300 -2.19269 4.73519 0.0 0.0 0.0
H 4.16902 0.08720 4.01372 0.0 0.0 0.0
H 3.96279 1.84265 2.55943 0.0 0.0 0.0
H 3.04962 1.74074 1.06763 0.0 0.0 0.0
H 4.75985 1.31619 1.07736 0.0 0.0 0.0
```
Positions in Å, forces in eV/Å.

**Max |F|**: 0.82 eV Å⁻¹
**E**: -5360.60749 Ha
**Multiplicity**: 3
**Kohn-Sham gap (alpha / beta)**: 6.708 / 5.401 eV
**Energy relative to the best compared isomer or geometry (same formula, charge and spin)**: 79.6 kJ/mol
**<S²>**: 2.011
**Total charge**: +1

Charges in e, computed with Löwdin, in the same order as the atoms: 0.832 0.784 -0.687 -0.100 -0.018 -0.257 -0.026 -0.109 0.038 -0.045 -0.238 0.006 -0.024 -0.018 -0.090 0.028 0.082 0.091 0.115 0.108 0.140 0.124 0.121 0.119 0.118 -0.023 -0.191 -0.065 -0.665 0.659 -0.101 0.005 -0.249 -0.019 -0.101 -0.608 -0.051 -0.112 0.083 0.096 0.075 0.111 0.110 0.130 0.120 0.149 -0.039 -0.283 -0.032 -0.057 -0.071 -0.143 -0.337 1.617 -0.333 -0.128 -0.076 -0.063 -0.037 -0.313 -0.067 -0.344 -0.136 -0.077 -0.068 -0.040 -0.306 -0.060 0.085 0.078 0.071 0.117 0.112 0.110 0.100 0.080 0.110 0.111 0.117 0.089 0.079 0.042 0.074 0.108 0.113 0.121 0.086 0.053 0.086